i:
The molecule C3H4N4O. Source: OMol25; level of theory: wB97M-V/def2-TZVPD.

Last column: natural (NBO) charge in e.
Atoms and positions in Å:
1 C -0.690 0.571 0.002  0.340
2 C -1.468 -0.650 -0.352  -0.047
3 C 1.941 0.658 -0.084  0.561
4 H -2.180 1.673 -0.148  0.345
5 H -2.485 -0.777 -0.474  0.219
6 H 0.721 -1.810 1.259  0.388
7 H 1.828 1.712 0.062  0.158
8 N -1.084 1.818 -0.087  -0.655
9 N -0.705 -1.697 -0.262  -0.196
10 N 0.640 -1.469 0.067  -0.237
11 N 0.582 -0.004 0.440  -0.388
12 O 2.900 -0.025 -0.424  -0.488

Properties
lowest unoccupied orbital energy: -0.2 eV
gap between HOMO and LUMO: 9.31 eV
charge: 0
HOMO energy: -9.48 eV

***

ii:
The molecule C3H4N4O. Source: OMol25; level of theory: wB97M-V/def2-TZVPD.

Last column: natural (NBO) charge in e.
Atoms and positions in Å:
1 C -1.492 0.145 0.007  0.483
2 C 0.292 1.302 -0.044  0.253
3 C 2.062 -0.408 -0.031  0.533
4 H -2.995 -1.094 -0.027  0.332
5 H 0.888 2.175 -0.010  0.232
6 H 2.249 -1.509 -0.079  0.143
7 H -0.499 -1.643 0.353  0.404
8 N -2.766 -0.099 0.029  -0.682
9 N -1.029 1.498 -0.049  -0.415
10 N 0.732 0.019 0.006  -0.296
11 N -0.411 -0.760 -0.173  -0.456
12 O 2.968 0.375 0.016  -0.531

Properties
lowest unoccupied orbital energy: 0.0 eV
gap between HOMO and LUMO: 8.91 eV
charge: 0
HOMO energy: -8.95 eV

***

iii:
The molecule C3H4N4O. Source: OMol25; level of theory: wB97M-V/def2-TZVPD.

Last column: natural (NBO) charge in e.
Atoms and positions in Å:
1 C 0.792 0.726 -0.335  0.470
2 C -0.775 -1.116 0.961  0.400
3 C -0.502 -0.813 -1.320  0.311
4 H 2.093 1.601 0.778  0.324
5 H 0.199 2.070 1.005  0.378
6 H -0.938 -1.655 1.998  0.188
7 H -1.293 -1.037 -2.335  0.212
8 N 2.059 1.130 -0.130  -0.614
9 N -0.268 1.152 0.498  -0.390
10 N -0.697 -1.773 -0.097  -0.470
11 N 0.396 0.089 -1.475  -0.458
12 O -0.947 0.256 1.394  -0.352

Properties
lowest unoccupied orbital energy: -0.3 eV
gap between HOMO and LUMO: 9.22 eV
charge: 0
HOMO energy: -9.54 eV

***

Which of them is the most stable, and which is the least stable? ii and iii, in that order.

***

i:
A structure of composition C30H39NO8PS4Y. Source: OMol25; level of theory: wB97M-V/def2-TZVPD.

Last column: Mulliken charge in e.
Atoms and positions in Å:
1 Y 0.962 0.318 0.980  0.466
2 S 1.452 0.357 3.674  -0.558
3 C 3.096 0.577 3.126  0.598
4 C 4.187 0.804 3.978  -0.776
5 C 5.448 0.929 3.440  -0.089
6 C 5.630 0.829 2.060  -0.874
7 C 4.516 0.612 1.282  -0.455
8 N 3.290 0.488 1.798  0.153
9 H 4.012 0.878 5.043  0.451
10 H 6.297 1.106 4.088  0.388
11 H 6.606 0.920 1.605  0.418
12 H 4.581 0.524 0.204  0.481
13 C 0.441 4.291 -8.877  -1.062
14 C 0.702 3.475 -7.635  0.738
15 O 1.275 3.899 -6.672  -0.524
16 S 0.058 1.803 -7.764  -0.237
17 C 0.419 1.198 -6.144  -0.078
18 C -0.464 1.430 -5.094  -0.246
19 C -0.165 0.977 -3.822  -0.535
20 C 1.022 0.277 -3.582  0.277
21 C 1.894 0.034 -4.643  -0.675
22 C 1.594 0.495 -5.915  -0.278
23 C 1.347 -0.138 -2.245  -0.206
24 C 1.593 -0.372 -1.071  -0.202
25 H 1.292 4.944 -9.059  0.305
26 H -0.439 4.909 -8.692  0.271
27 H 0.246 3.667 -9.748  0.359
28 H -1.380 1.977 -5.278  0.429
29 H -0.829 1.176 -2.990  0.485
30 H 2.811 -0.509 -4.461  0.485
31 H 2.279 0.319 -6.735  0.437
32 C 1.299 3.741 -1.188  -1.047
33 S 0.223 3.142 0.057  1.157
34 O -0.447 1.946 -0.496  -0.551
35 O -0.629 4.228 0.449  -0.614
36 O 1.116 2.615 1.140  -0.681
37 H 0.686 4.173 -1.976  0.363
38 H 1.888 2.909 -1.572  0.188
39 H 1.939 4.500 -0.742  0.392
40 C -7.720 0.448 0.777  -1.469
41 C -6.278 0.739 1.095  0.980
42 C -5.820 2.048 1.214  -0.843
43 C -4.492 2.317 1.508  -0.677
44 C -3.621 1.258 1.707  0.272
45 C -4.043 -0.056 1.585  -0.157
46 C -5.372 -0.304 1.280  -0.748
47 S -1.929 1.633 2.073  0.718
48 C -2.042 1.701 3.849  -1.130
49 O -1.160 0.330 1.823  -0.142
50 H -8.244 1.349 0.459  0.361
51 H -8.240 0.052 1.651  0.302
52 H -7.806 -0.294 -0.017  0.357
53 H -6.508 2.869 1.056  0.322
54 H -4.138 3.340 1.562  0.496
55 H -3.337 -0.863 1.722  0.302
56 H -5.711 -1.328 1.175  0.404
57 H -2.494 0.778 4.210  0.373
58 H -2.645 2.570 4.113  0.441
59 H -1.023 1.814 4.219  0.341
60 C 1.550 -4.809 -0.793  -1.062
61 C 2.441 -4.095 0.192  -0.030
62 O 1.812 -4.074 1.494  -0.468
63 P 1.611 -2.594 2.134  0.470
64 O 0.208 -2.106 1.430  0.432
65 C -1.054 -2.790 1.588  -0.386
66 C -1.822 -2.667 0.294  -1.068
67 O 1.038 -3.050 3.567  -0.423
68 C 1.946 -3.046 4.684  -0.256
69 C 2.240 -4.466 5.107  -1.188
70 H 2.070 -4.940 -1.744  0.418
71 H 0.642 -4.236 -0.980  0.084
72 H 1.271 -5.793 -0.413  0.287
73 H 2.639 -3.072 -0.146  0.043
74 H 3.399 -4.605 0.303  0.360
75 H -1.577 -2.318 2.420  0.291
76 H -0.852 -3.829 1.849  0.528
77 H -1.911 -1.621 -0.003  0.193
78 H -2.828 -3.077 0.412  0.400
79 H -1.322 -3.204 -0.510  0.153
80 H 1.463 -2.471 5.472  0.328
81 H 2.863 -2.513 4.414  0.293
82 H 1.337 -4.961 5.464  0.310
83 H 2.978 -4.473 5.912  0.390
84 H 2.635 -5.041 4.268  0.241

Properties
lowest unoccupied orbital energy: 0.5 eV
gap between HOMO and LUMO: 8.06 eV
charge: 0
HOMO energy: -7.58 eV

***

ii:
A structure of composition C30H39NO8PS4Y. Source: OMol25; level of theory: wB97M-V/def2-TZVPD.

Last column: Mulliken charge in e.
Atoms and positions in Å:
1 Y -0.139 -0.601 -1.130  0.801
2 S -1.811 1.341 -2.398  -0.400
3 C -0.448 1.390 -3.481  0.422
4 C -0.347 2.228 -4.607  -0.853
5 C 0.816 2.224 -5.340  -0.195
6 C 1.878 1.392 -4.975  -0.919
7 C 1.706 0.581 -3.875  -0.539
8 N 0.579 0.588 -3.157  0.454
9 H -1.179 2.866 -4.868  0.454
10 H 0.902 2.871 -6.204  0.394
11 H 2.801 1.371 -5.537  0.437
12 H 2.467 -0.110 -3.532  0.500
13 C -2.875 0.750 7.788  -0.980
14 C -2.669 2.130 8.349  0.679
15 O -2.962 2.442 9.473  -0.543
16 S -1.979 3.406 7.300  -0.137
17 C -1.745 2.595 5.741  -0.348
18 C -0.519 2.018 5.429  -0.355
19 C -0.321 1.401 4.206  -0.452
20 C -1.347 1.348 3.262  0.505
21 C -2.579 1.938 3.579  -0.552
22 C -2.770 2.556 4.799  -0.338
23 C -1.151 0.741 1.983  0.163
24 C -1.001 0.235 0.882  -0.871
25 H -1.981 0.384 7.286  0.319
26 H -3.670 0.773 7.042  0.292
27 H -3.158 0.099 8.612  0.315
28 H 0.282 2.049 6.157  0.430
29 H 0.632 0.944 3.974  0.532
30 H -3.373 1.907 2.846  0.502
31 H -3.723 3.017 5.030  0.464
32 C 3.437 -2.556 -0.449  -0.909
33 S 1.791 -2.880 -0.979  1.262
34 O 0.904 -2.343 0.090  -0.702
35 O 1.672 -4.278 -1.255  -0.609
36 O 1.531 -1.966 -2.128  -0.489
37 H 3.611 -3.130 0.458  0.392
38 H 3.551 -1.493 -0.251  0.056
39 H 4.121 -2.881 -1.229  0.376
40 C 7.230 3.978 0.985  -1.417
41 C 5.815 3.511 0.812  0.970
42 C 4.800 3.992 1.630  -0.782
43 C 3.491 3.557 1.477  -0.542
44 C 3.193 2.645 0.480  0.356
45 C 4.190 2.143 -0.348  -0.469
46 C 5.491 2.578 -0.173  -0.754
47 S 1.510 2.101 0.295  0.522
48 C 0.950 3.250 -0.948  -0.946
49 O 1.655 0.773 -0.465  -0.433
50 H 7.327 4.634 1.847  0.349
51 H 7.572 4.528 0.106  0.315
52 H 7.909 3.136 1.123  0.344
53 H 5.037 4.705 2.409  0.307
54 H 2.717 3.920 2.142  0.468
55 H 3.937 1.413 -1.104  0.314
56 H 6.274 2.185 -0.811  0.396
57 H 1.567 3.138 -1.840  0.271
58 H 1.036 4.258 -0.541  0.548
59 H -0.093 3.009 -1.159  0.203
60 C -5.903 -3.056 -1.962  -1.186
61 C -4.887 -2.914 -3.069  -0.290
62 O -3.610 -3.438 -2.636  -0.244
63 P -2.361 -2.409 -2.569  0.256
64 O -2.054 -2.301 -0.951  -0.108
65 C -1.984 -3.522 -0.133  0.062
66 C -3.098 -3.476 0.881  -1.259
67 O -1.114 -3.397 -2.870  0.128
68 C -0.711 -3.645 -4.228  -0.366
69 C -1.038 -5.068 -4.607  -1.261
70 H -6.896 -2.787 -2.323  0.421
71 H -5.657 -2.402 -1.125  0.242
72 H -5.938 -4.083 -1.601  0.304
73 H -4.764 -1.867 -3.362  0.402
74 H -5.167 -3.482 -3.957  0.294
75 H -1.002 -3.513 0.329  0.255
76 H -2.046 -4.380 -0.800  0.353
77 H -3.019 -2.574 1.487  0.254
78 H -3.033 -4.341 1.543  0.417
79 H -4.073 -3.494 0.396  0.180
80 H 0.361 -3.449 -4.257  0.203
81 H -1.198 -2.919 -4.890  0.420
82 H -0.545 -5.755 -3.920  0.307
83 H -0.693 -5.285 -5.619  0.398
84 H -2.113 -5.246 -4.563  0.242

Properties
lowest unoccupied orbital energy: 0.3 eV
gap between HOMO and LUMO: 7.89 eV
charge: 0
HOMO energy: -7.58 eV

***

Which of them is the most stable, and which is the least stable? i and ii, in that order.